# C4H13N2

A gas-phase ion, C4H13N2 (charge +1) in a non-equilibrium geometry (wB97M-V/def2-TZVPD, OMol25).

Each line ends with the natural charge from an NBO analysis.
Cartesian coordinates (Å):
C  -1.045  1.155  0.294  -0.238
N  -2.349  1.139  -0.309  -0.827
C  -0.331  -0.130  -0.111  -0.006
N  0.962  -0.240  0.770  -0.518
C  1.719  -1.564  0.716  -0.410
C  0.193  -0.056  -1.530  -0.663
H  -0.421  1.965  -0.082  0.208
H  -1.048  1.252  1.394  0.173
H  -2.854  2.021  -0.383  0.393
H  -2.967  0.558  0.253  0.369
H  -0.725  -1.111  0.154  0.219
H  1.468  0.645  0.689  0.432
H  0.655  -0.216  1.746  0.425
H  2.743  -1.327  0.452  0.244
H  1.703  -1.972  1.721  0.234
H  1.210  -2.223  0.024  0.238
H  -0.449  0.420  -2.275  0.277
H  1.013  0.679  -1.565  0.212
H  0.524  -0.997  -1.959  0.237

The net charge is +1. The value obtained for the HOMO energy is -13.529 eV. The calculation puts the electronic energy at -7332.0699 eV. Its structure (SMILES) is C[NH2+][C@H](C)CN. The value obtained for the energy relative to the best compared isomer or geometry (same formula, charge and spin) is 136.8 kJ/mol.



# C49H70N4O9S

3 unconnected molecules or ions with the total composition C49H70N4O9S in a non-equilibrium geometry (wB97M-V/def2-TZVPD, OMol25).

Each line ends with the Löwdin charge.
Cartesian coordinates (Å):
C  5.639  -5.161  -0.448  -0.097
C  5.789  -3.728  0.081  -0.228
C  5.355  -2.745  -0.983  -0.190
O  5.252  -1.375  -0.592  -0.054
C  5.972  -0.974  0.505  -0.186
C  7.309  -0.577  0.392  -0.122
C  7.972  -0.550  -0.965  -0.089
C  9.440  -1.025  -1.044  -0.402
C  10.429  0.153  -1.043  -0.074
C  9.842  -2.089  -0.014  -0.069
C  7.954  -0.164  1.548  0.046
C  7.329  -0.138  2.779  -0.282
O  8.050  0.260  3.895  0.073
C  7.819  1.527  4.393  -0.420
O  7.781  1.675  5.576  0.151
C  7.772  2.689  3.459  -0.120
C  8.654  3.732  3.715  -0.014
C  8.676  4.855  2.908  -0.072
C  7.822  4.954  1.818  -0.078
C  6.927  3.924  1.567  -0.067
C  6.895  2.804  2.382  -0.019
C  6.005  -0.522  2.877  -0.360
C  5.323  -0.940  1.740  -0.185
N  3.952  -1.335  1.831  0.076
C  3.157  -0.343  2.505  -0.198
C  1.978  0.107  1.913  -0.152
C  1.566  -0.388  0.551  -0.113
C  0.416  -1.414  0.515  -0.089
C  -0.725  -1.084  1.442  -0.468
O  -0.694  -1.360  2.615  0.101
N  -1.830  -0.431  0.858  0.135
C  -2.355  0.694  1.566  -0.270
C  -2.384  1.935  0.931  -0.049
C  -2.898  3.047  1.577  -0.095
C  -3.389  2.956  2.872  -0.102
C  -3.379  1.720  3.504  -0.071
C  -2.868  0.609  2.851  -0.029
C  1.225  1.036  2.612  -0.021
C  1.604  1.501  3.857  -0.010
C  2.789  1.075  4.452  -0.226
C  3.164  1.623  5.809  -0.136
C  4.465  2.450  5.853  -0.259
O  4.394  3.459  6.853  -0.064
C  3.555  0.153  3.746  -0.356
S  5.092  -0.490  4.397  1.113
H  6.148  -5.254  -1.408  0.075
H  4.596  -5.452  -0.535  0.075
H  6.152  -5.846  0.225  0.073
H  6.830  -3.598  0.377  0.101
H  5.196  -3.637  0.992  0.107
H  4.360  -3.041  -1.320  0.128
H  6.022  -2.839  -1.846  0.118
H  7.904  0.480  -1.326  0.130
H  7.374  -1.135  -1.656  0.101
H  9.547  -1.490  -2.027  0.123
H  11.438  -0.240  -0.911  0.077
H  10.412  0.622  -2.026  0.077
H  10.193  0.883  -0.272  0.072
H  9.019  -2.732  0.290  0.065
H  10.639  -2.709  -0.425  0.078
H  10.259  -1.610  0.872  0.074
H  8.982  0.170  1.500  0.128
H  9.343  3.690  4.548  0.123
H  9.352  5.673  3.114  0.105
H  7.827  5.823  1.176  0.103
H  6.239  3.973  0.735  0.106
H  6.172  2.025  2.187  0.112
H  3.919  -2.161  2.432  0.135
H  2.424  -0.843  0.064  0.101
H  1.305  0.484  -0.056  0.121
H  0.043  -1.434  -0.514  0.113
H  0.775  -2.418  0.726  0.124
H  -1.575  -0.124  -0.073  0.116
H  -1.990  2.033  -0.074  0.112
H  -2.896  4.001  1.066  0.103
H  -3.767  3.843  3.359  0.101
H  -3.769  1.624  4.507  0.106
H  -2.882  -0.336  3.373  0.114
H  0.312  1.417  2.168  0.111
H  0.992  2.232  4.368  0.117
H  2.344  2.248  6.158  0.112
H  3.257  0.792  6.514  0.119
H  5.291  1.785  6.091  0.074
H  4.643  2.934  4.896  0.123
H  4.366  3.033  7.712  0.083
C  -10.494  2.214  1.212  -0.117
O  -9.469  3.033  0.685  -0.195
C  -8.368  3.237  1.564  -0.216
C  -7.122  2.553  1.048  -0.212
N  -7.239  1.103  1.137  -0.041
C  -6.170  0.370  0.468  -0.189
C  -6.040  0.514  -1.043  -0.218
O  -7.103  -0.061  -1.783  -0.205
C  -8.237  0.767  -1.966  -0.090
H  -11.329  2.251  0.515  0.088
H  -10.174  1.172  1.318  0.079
H  -10.833  2.581  2.185  0.087
H  -8.609  2.897  2.576  0.122
H  -8.184  4.314  1.606  0.121
H  -6.264  2.873  1.647  0.113
H  -6.962  2.898  0.016  0.108
H  -8.125  0.819  0.741  0.070
H  -6.319  -0.690  0.688  0.123
H  -5.212  0.646  0.922  0.103
H  -5.145  -0.041  -1.341  0.121
H  -5.877  1.553  -1.354  0.113
H  -7.964  1.824  -2.020  0.091
H  -8.977  0.623  -1.173  0.076
H  -8.705  0.479  -2.909  0.080
C  -8.231  -4.201  -8.908  -0.118
O  -8.284  -2.807  -8.685  -0.195
C  -9.407  -2.374  -7.926  -0.219
C  -8.984  -1.867  -6.564  -0.219
N  -8.522  -2.955  -5.713  -0.050
C  -7.902  -2.524  -4.462  -0.192
C  -6.614  -1.713  -4.537  -0.222
O  -5.499  -2.442  -5.029  -0.177
C  -5.370  -2.487  -6.437  -0.105
H  -7.420  -4.387  -9.609  0.088
H  -8.029  -4.757  -7.986  0.079
H  -9.164  -4.568  -9.346  0.087
H  -10.147  -3.175  -7.831  0.121
H  -9.871  -1.551  -8.477  0.121
H  -9.841  -1.384  -6.085  0.123
H  -8.210  -1.103  -6.724  0.107
H  -7.856  -3.515  -6.229  0.069
H  -7.688  -3.424  -3.882  0.122
H  -8.638  -1.949  -3.892  0.110
H  -6.359  -1.429  -3.518  0.101
H  -6.736  -0.778  -5.098  0.115
H  -5.751  -1.577  -6.909  0.088
H  -5.880  -3.356  -6.865  0.072
H  -4.308  -2.582  -6.667  0.086

The value obtained for the HOMO energy is -8.215 eV. The calculation puts the electronic energy at -87169.4469 eV. Its structure (SMILES) is CCCOc1c(CC(C)C)cc(OC(=O)c2ccccc2)c2c1Nc1c(CCC(=O)Nc3ccccc3)ccc(CCO)c1S2.COCCNCCOC.COCCNCCOC.



It is found that the gap between HOMO and LUMO values, taken in the order of the records, are 10.305 8.689 eV.